# 1
Below is a structure of composition C37H32ClFIKN9O, with properties calculated with ωB97M-V/def2-TZVPD.

Element x y z (Å)
K: 0.337 -0.019 0.860
C: 5.035 1.187 0.241
C: 5.762 0.306 -0.538
C: 5.127 -0.799 -1.083
C: 3.772 -0.988 -0.838
N: 3.076 -0.138 -0.089
C: 3.687 0.917 0.438
C: 3.003 -2.150 -1.390
C: 3.605 -3.159 -2.134
C: 2.829 -4.208 -2.598
C: 1.476 -4.225 -2.311
C: 0.956 -3.174 -1.567
N: 1.698 -2.166 -1.123
H: 5.492 2.060 0.686
H: 6.817 0.473 -0.721
H: 5.688 -1.495 -1.691
H: 3.067 1.569 1.048
H: 4.665 -3.139 -2.348
H: 3.280 -5.005 -3.176
H: 0.836 -5.027 -2.655
H: -0.099 -3.111 -1.328
N: -3.678 -2.538 1.576
C: -3.159 -3.790 1.363
C: -1.941 -3.578 0.787
N: -1.703 -2.238 0.643
C: -2.753 -1.637 1.148
C: -2.936 -0.192 1.224
N: -2.254 0.681 0.521
C: -2.730 1.915 0.878
C: -3.709 1.785 1.817
N: -3.845 0.434 2.021
H: -4.541 -2.336 2.048
H: -3.683 -4.685 1.648
H: -1.211 -4.313 0.486
H: -2.313 2.817 0.460
H: -4.295 2.505 2.361
H: -4.366 0.019 2.776
Cl: 1.738 7.559 0.233
C: 1.434 5.900 0.720
C: 1.474 5.577 2.052
C: 1.248 4.268 2.471
I: 1.345 3.789 4.506
C: 0.968 3.192 1.593
O: 0.780 2.007 1.958
C: 0.923 3.578 0.173
N: 0.646 2.585 -0.708
C: 0.583 2.861 -1.987
C: 0.798 4.150 -2.505
C: 1.088 5.168 -1.641
C: 1.158 4.915 -0.252
H: 1.681 6.352 2.778
H: 0.344 2.032 -2.648
H: 0.730 4.330 -3.571
H: 1.263 6.172 -2.006
C: -0.357 0.485 -5.673
C: -1.062 -0.183 -4.541
C: -2.395 -0.439 -4.316
C: -2.449 -1.074 -3.048
N: -1.237 -1.207 -2.545
N: -0.415 -0.662 -3.457
C: -3.646 -1.537 -2.279
H: -0.972 0.445 -6.570
H: 0.596 -0.002 -5.891
H: -0.155 1.535 -5.452
H: -3.221 -0.194 -4.964
H: 0.574 -0.655 -3.265
H: -4.479 -1.747 -2.950
H: -3.957 -0.768 -1.568
H: -3.403 -2.434 -1.708
F: -3.673 0.096 5.102
C: -2.476 -0.514 4.725
C: -2.476 -1.861 4.419
C: -1.321 -2.471 3.959
C: -0.089 -1.749 3.785
C: 1.071 -2.330 3.285
C: -0.148 -0.366 4.187
C: -1.310 0.233 4.633
H: -3.396 -2.430 4.540
H: -1.340 -3.526 3.711
H: 1.104 -3.379 3.012
H: 1.993 -1.762 3.218
H: 0.762 0.222 4.131
H: -1.318 1.282 4.911

Values from the calculation:
HOMO-LUMO gap in eV: 3.8718
Calculated total energy in eV: -94015.249
Total charge: -1
Max |F| in eV/Å: 1.37
Energy above the lowest of the compared OMol25 structures with the same formula, charge and spin in kcal/mol: 10.03
HOMO energy in eV: -1.858


# 2
Below is a cluster of 2 separate species, C10H16 in total, with properties calculated with ωB97M-V/def2-TZVPD.

Element x y z (Å)
C: 0.191 -1.302 -1.555
C: -0.251 -0.484 -0.332
C: 0.490 -0.823 0.961
C: 1.644 -0.097 1.260
C: 2.283 -0.191 2.492
C: 1.608 -0.891 3.491
C: 0.346 -1.417 3.288
C: -0.176 -1.477 1.989
H: 1.020 -1.986 -1.398
H: 0.357 -0.677 -2.430
H: -0.653 -1.942 -1.842
H: -0.190 0.591 -0.480
H: -1.302 -0.669 -0.100
H: 2.056 0.579 0.518
H: 3.103 0.463 2.752
H: 1.985 -0.928 4.508
H: -0.116 -1.969 4.100
H: -1.161 -1.905 1.864
C: -2.117 1.530 -2.342
C: -0.778 2.258 -2.493
H: -2.399 1.166 -3.324
H: -1.961 0.649 -1.713
H: -2.744 2.135 -1.686
H: 0.021 1.613 -2.849
H: -0.405 2.637 -1.547
H: -0.850 3.137 -3.132

Values from the calculation:
HOMO-LUMO gap in eV: 10.0088
Calculated total energy in eV: -10628.840
Structure (SMILES): CCc1ccccc1.CC
Max |F| in eV/Å: 1.88
Energy above the lowest of the compared OMol25 structures with the same formula, charge and spin in kcal/mol: 20.83
HOMO energy in eV: -9.044


# 3
Below is the molecule C6H6, with properties calculated with ωB97M-V/def2-TZVPD.

Element x y z (Å)
C: 2.299 -1.056 0.293
C: 1.200 -0.579 0.201
C: -0.114 0.044 0.116
C: -1.194 -0.767 -0.568
C: 0.029 1.400 -0.620
C: -0.219 2.271 0.198
H: 3.267 -1.495 0.343
H: -0.446 0.214 1.156
H: -0.898 -0.956 -1.600
H: -1.353 -1.705 -0.034
H: -2.124 -0.188 -0.567
H: -0.447 2.817 1.080

Values from the calculation:
HOMO-LUMO gap in eV: 10.0000
Calculated total energy in eV: -6313.401
Structure (SMILES): C#CC(C)C#C
Max |F| in eV/Å: 1.44
Energy above the lowest of the compared OMol25 structures with the same formula, charge and spin in kcal/mol: 133.73
HOMO energy in eV: -9.782


# 4
Below is a structure of composition C33H37BrInN4, with properties calculated with ωB97M-V/def2-TZVPD.

Element x y z (Å)
In: -0.535 0.568 0.446
N: -3.603 -2.107 0.931
N: -2.489 2.009 -1.241
C: 2.186 -0.545 -0.810
C: 1.209 -1.312 -1.520
C: 0.609 -2.222 -0.596
C: -0.540 -3.117 -0.848
H: -0.648 -3.303 -1.922
H: -1.498 -2.683 -0.467
H: -0.380 -4.078 -0.340
C: 1.225 -2.023 0.681
C: 0.864 -2.749 1.920
H: 1.421 -3.700 1.959
H: -0.208 -2.996 1.948
H: 1.119 -2.176 2.822
C: 2.224 -1.011 0.537
C: 3.102 -0.512 1.622
H: 2.548 -0.402 2.566
H: 3.538 0.459 1.356
H: 3.937 -1.208 1.805
C: 0.885 -1.191 -2.959
H: 1.552 -1.833 -3.559
H: 1.029 -0.162 -3.320
H: -0.148 -1.508 -3.157
C: 3.002 0.552 -1.385
H: 3.353 1.232 -0.596
H: 2.409 1.134 -2.108
H: 3.889 0.172 -1.921
C: -4.227 -2.179 2.074
H: -4.347 -3.185 2.464
C: -4.750 -1.101 2.838
H: -5.336 -1.280 3.744
C: -4.566 0.192 2.353
H: -4.973 1.073 2.851
C: -3.762 0.399 1.229
H: -3.556 1.345 0.721
C: -3.098 -0.812 0.761
C: -1.819 -1.021 0.244
H: -2.027 -0.734 -1.003
C: -1.254 2.349 -0.982
C: -2.900 2.357 -2.463
H: -3.716 1.739 -2.860
C: -1.980 3.308 -2.886
H: -2.190 3.960 -3.715
N: -0.911 3.365 -1.951
C: 0.403 3.832 -2.221
C: 0.949 3.638 -3.506
C: 2.246 4.129 -3.742
H: 2.642 4.064 -4.752
C: 2.996 4.686 -2.711
C: 4.315 5.318 -3.015
H: 5.044 5.146 -2.216
H: 4.217 6.407 -3.134
H: 4.724 4.927 -3.953
C: 2.498 4.682 -1.409
H: 3.098 5.047 -0.587
C: 1.186 4.275 -1.139
C: 0.640 4.352 0.254
H: -0.447 4.195 0.297
H: 0.867 5.344 0.676
H: 1.109 3.595 0.903
C: 0.226 2.856 -4.554
H: -0.744 3.291 -4.818
H: 0.059 1.805 -4.264
H: 0.847 2.856 -5.452
Br: -2.618 -1.275 5.532
C: -1.436 0.020 4.798
C: -0.908 1.036 5.585
C: -0.073 1.963 4.956
C: 0.152 1.888 3.573
N: -0.443 0.949 2.809
C: -1.133 -0.039 3.431
H: -1.151 1.077 6.643
H: 0.397 2.752 5.534
H: 0.833 2.586 3.073
H: -1.491 -0.870 2.819

Values from the calculation:
HOMO-LUMO gap (alpha / beta) in eV: 4.9502 / 4.9496
Calculated total energy in eV: -115991.646
Total charge: -1
Max |F| in eV/Å: 4.69
HOMO energy (alpha / beta) in eV: -2.883 / -2.883